1.
Below is 13 unconnected molecules or ions with the total composition H26O13, with properties calculated with the ωB97M-V functional and the def2-TZVPD basis.

Positions of all 39 atoms, in Å:
H  10.3716  -4.2363  -11.1553
O  15.0062  -2.5939  -10.8330
H  14.6123  -3.2878  -11.3148
H  11.6639  -3.4182  -13.3963
H  14.3904  -4.0216  -8.2092
H  15.8122  -1.3124  -9.4641
O  10.6760  -0.7520  -7.7123
H  13.0842  -1.1850  -9.7622
O  14.3048  -1.1154  -13.2146
O  16.5943  -1.0519  -9.0176
H  12.8662  -4.4557  -11.6254
H  13.5795  -1.7521  -13.2903
H  14.6174  -1.2255  -12.2871
H  11.2979  -1.2267  -8.2236
H  14.4527  0.6017  -11.1612
H  13.0648  -0.0246  -11.5780
H  11.7797  -3.0755  -11.9426
O  10.8572  -3.7257  -10.5139
H  16.6894  -0.1503  -9.2797
O  12.1373  2.2494  -9.6364
H  11.5812  2.7168  -10.2919
O  13.6623  0.2115  -10.8530
O  12.0540  -4.0076  -6.3966
O  13.6293  -4.3340  -8.6889
H  15.7588  -2.3130  -6.5132
H  12.9479  -2.6640  -9.4410
O  15.0734  -2.8687  -6.8364
H  12.4909  1.5517  -10.2068
H  13.6539  -5.2992  -8.5302
O  12.7119  -1.7946  -9.1337
H  14.5491  -2.1178  -7.0726
H  13.3168  -4.8936  -10.2941
H  12.3435  -3.8575  -7.2768
O  13.3724  -5.1719  -11.2053
H  15.8793  -2.4854  -11.1571
H  12.6641  -4.6997  -6.0966
O  12.3096  -3.1344  -12.7644
H  10.3345  -2.9386  -10.2915
H  10.3224  -0.0914  -8.3338

For the gap between HOMO and LUMO, the calculation gives 10.07 eV. The calculation puts the LUMO energy at -0.354 eV. The total energy comes out at -27039.748 eV. For the energy above the lowest of the compared OMol25 structures with the same formula, charge and spin, the calculation gives 50.70 kcal/mol.

=====

2.
Below is 13 unconnected molecules or ions with the total composition H26O13, with properties calculated with the ωB97M-V functional and the def2-TZVPD basis.

Positions of all 39 atoms, in Å:
H  -0.9357  -2.2672  -1.9570
H  0.7988  1.3906  0.5328
O  0.8333  1.6592  1.4667
H  -3.0715  -0.3634  1.7105
H  -4.0784  -0.6133  -0.7304
O  -0.5439  -1.3988  3.7037
H  2.8982  -1.9976  -1.1117
H  0.6551  3.8042  -1.1426
H  2.7643  0.4091  -0.6005
H  2.1355  -2.4554  -2.3020
H  1.6003  2.2451  1.3640
O  2.7686  -1.8084  -2.0410
H  -3.0845  -1.7403  0.9784
H  -0.8989  0.7433  2.1501
O  2.4285  1.3177  -0.5471
H  -1.5162  0.2131  0.8895
H  0.1404  1.1410  -1.4331
H  2.9475  0.9655  1.8664
H  2.2203  -3.3068  0.4643
H  -2.3875  0.5216  -3.1834
H  3.0306  1.6790  -1.2148
H  1.4388  -2.6964  1.5130
H  -1.8517  1.8063  -2.4445
H  -1.7581  -3.5046  -1.1662
O  -1.7265  0.7562  1.6661
O  -1.7301  1.2185  -3.1920
O  -3.6470  -1.0295  1.2920
O  -1.3573  -2.6407  -1.1923
H  0.2452  -0.9663  4.0339
H  0.3951  3.7033  0.3359
O  3.8520  1.2509  1.7444
H  4.1134  1.1134  0.8401
O  -3.5369  -0.7014  -1.5316
H  -3.6326  0.1789  -1.9089
H  -1.1381  -0.7070  3.3992
O  0.5028  4.3557  -0.3680
H  -0.5498  -0.2545  -1.6312
O  1.9503  -2.4197  0.7390
O  -0.2744  0.3986  -0.9919

For the gap between HOMO and LUMO, the calculation gives 10.70 eV. The calculation puts the LUMO energy at -0.252 eV. The total energy comes out at -27038.790 eV. For the energy above the lowest of the compared OMol25 structures with the same formula, charge and spin, the calculation gives 72.81 kcal/mol.

=====

3.
Below is 13 unconnected molecules or ions with the total composition H26O13, with properties calculated with the ωB97M-V functional and the def2-TZVPD basis.

Positions of all 39 atoms, in Å:
H  -0.7583  2.4293  0.4043
O  -3.3783  -1.5807  0.9093
H  -0.9763  3.4503  1.4863
H  -0.0673  0.2153  -3.6657
H  0.3297  1.5093  2.3783
O  2.4907  -2.3317  -0.9497
H  1.5467  -2.2457  -0.9887
H  2.6347  -2.7507  -0.0907
O  2.8277  0.7833  -2.2447
O  -0.3393  -2.3037  -1.1467
O  0.8727  0.9773  2.9443
O  -3.0083  -0.8717  -2.2157
O  2.3587  0.0633  0.4553
H  -0.6263  -2.3537  -2.0587
H  -3.2183  -0.9157  0.2613
H  0.7577  0.8613  -2.5297
H  2.5257  0.7153  -1.3407
H  3.1477  0.3463  0.9273
H  0.3857  0.7133  3.7043
H  -1.8873  2.6173  -2.4377
H  -0.5063  -0.4697  -0.5077
O  2.5647  -1.1827  3.0393
O  -0.3513  2.8133  1.1423
O  -1.8593  1.8633  -1.8417
H  -1.2713  0.4443  2.1003
H  -2.4473  0.8963  2.9453
O  0.1087  0.2203  -2.7087
H  0.5127  0.2573  0.3803
H  3.2507  1.6433  -2.1467
H  -1.1263  1.2233  -2.1457
H  -3.0973  -1.1297  1.7283
H  3.5047  -1.0747  3.1273
H  -3.9503  -0.6677  -2.3027
O  -0.4163  0.0983  0.2103
H  2.3427  -0.9097  0.5223
H  -0.5313  -3.1677  -0.8727
H  2.0687  -0.3737  2.8523
O  -1.7923  0.1893  2.8513
H  -2.6213  -0.0017  -2.1767

For the gap between HOMO and LUMO, the calculation gives 10.49 eV. The calculation puts the LUMO energy at 0.100 eV. The total energy comes out at -27040.364 eV. For the energy above the lowest of the compared OMol25 structures with the same formula, charge and spin, the calculation gives 36.51 kcal/mol.

=====

| no. | HOMO energy (eV) |
| --- | --- |
| 1 | -10.4 |
| 2 | -11.0 |
| 3 | -10.4 |